Entry 1:
{"formula": "C28H49HoN8O4S", "method": "ωB97M-V/def2-TZVPD", "gap_ev": [7.6, 7.6], "s_squared": 6.00, "total_charge": 2, "fmax_ev_per_a": 1.9, "homo_energy_ev": [-13.379, -13.379], "multiplicity": 5, "total_energy_ev": -86569.6182, "de_lowest_ev": 0.000, "elements": ["Ho", "C", "C", "C", "C", "C", "C", "N", "C", "C", "N", "C", "C", "O", "O", "C", "C", "C", "C", "C", "C", "N", "C", "C", "N", "C", "C", "O", "O", "H", "H", "H", "H", "H", "H", "H", "H", "H", "H", "H", "H", "H", "H", "H", "H", "H", "H", "H", "H", "H", "H", "H", "H", "H", "H", "H", "H", "H", "H", "H", "H", "H", "H", "H", "H", "H", "H", "H", "C", "C", "N", "N", "C", "N", "S", "C", "C", "C", "C", "C", "N", "H", "H", "H", "H", "H", "H", "H", "H", "H", "H"], "xyz": [[-2.53334, 0.11408, -0.05278], [1.86480, 4.59206, 1.20552], [1.87285, 3.06940, 1.09190], [1.34613, 2.40674, 2.36774], [2.10180, 1.17335, 2.87699], [1.45477, 0.68027, 4.16099], [3.58404, 1.47871, 3.07878], [1.96376, 0.05799, 1.84280], [2.83098, -1.15101, 2.05513], [2.07491, -2.44308, 1.77877], [1.13388, -2.34181, 0.67437], [-0.17245, -2.90697, 0.97346], [-1.24219, -1.85160, 0.92263], [-2.36389, -2.07486, 0.37415], [-0.97893, -0.68127, 1.35873], [1.62975, -2.78242, -0.65593], [0.60791, -2.44882, -1.73658], [3.04173, -2.28424, -0.99530], [3.36421, -0.89740, -1.61116], [4.87031, -0.70511, -1.41604], [3.06506, -0.87355, -3.11873], [2.64698, 0.20432, -0.91237], [3.10458, 1.55240, -1.29696], [1.96563, 2.55391, -1.30015], [1.17137, 2.53899, -0.08339], [-0.14844, 3.08089, -0.27876], [-1.13493, 2.04274, -0.74742], [-2.37887, 2.24371, -0.62444], [-0.73610, 0.88468, -1.11432], [2.56088, 4.92541, 1.97377], [0.88130, 4.96768, 1.49230], [2.15267, 5.07776, 0.27374], [2.91073, 2.76027, 0.94970], [0.28921, 2.13862, 2.24082], [1.36317, 3.11895, 3.19583], [1.54046, 1.44783, 4.92866], [1.93731, -0.21623, 4.54602], [0.39444, 0.46975, 4.01658], [3.68830, 2.42189, 3.61255], [4.12145, 1.57384, 2.13619], [4.07844, 0.71462, 3.67282], [2.20237, 0.39206, 0.87396], [0.97632, -0.23738, 1.74305], [3.18816, -1.14203, 3.08116], [3.68790, -1.01232, 1.39870], [1.51413, -2.69754, 2.67939], [2.81397, -3.24286, 1.64146], [-0.20351, -3.31862, 1.98813], [-0.44783, -3.72405, 0.30463], [1.72351, -3.88120, -0.60720], [0.36433, -1.38322, -1.72315], [-0.31874, -3.01052, -1.63076], [1.00410, -2.67836, -2.72436], [3.43822, -3.01000, -1.71107], [3.67995, -2.41939, -0.12114], [5.40434, -1.57899, -1.78878], [5.11692, -0.59715, -0.35813], [5.25467, 0.16083, -1.94924], [3.42526, -1.77968, -3.60672], [3.56730, -0.03881, -3.60580], [1.99979, -0.78536, -3.32618], [1.65385, 0.15069, -1.13279], [3.53539, 1.57398, -2.30152], [3.91466, 1.86083, -0.62756], [1.29951, 2.30251, -2.12921], [2.37355, 3.55163, -1.52473], [-0.19522, 3.92772, -0.98174], [-0.56111, 3.47344, 0.65226], [-7.03142, -1.42104, -0.83981], [-5.63085, -0.90472, -0.91498], [-5.07830, -0.14070, -0.03961], [-5.86788, 0.30725, 0.99710], [-5.31875, 0.98614, 2.03613], [-6.19412, 1.48513, 2.91423], [-3.66938, 1.20252, 2.28565], [-4.78471, -1.23225, -2.10893], [-5.27496, -1.96495, -3.17377], [-4.45878, -2.17152, -4.28412], [-3.19239, -1.62573, -4.30129], [-2.77871, -0.89111, -3.19581], [-3.54529, -0.71256, -2.12518], [-7.35254, -1.55334, 0.19264], [-7.11152, -2.39770, -1.30670], [-7.72834, -0.75514, -1.35377], [-6.87185, 0.21817, 0.90260], [-7.19245, 1.40851, 2.81317], [-5.83252, 1.95922, 3.72595], [-6.27428, -2.36754, -3.15798], [-4.82266, -2.74478, -5.12506], [-2.52770, -1.74240, -5.14387], [-1.79705, -0.43019, -3.16583]]}

---

Entry 2:
{"formula": "C3H4LiO4Yb", "method": "ωB97M-V/def2-TZVPD", "gap_ev": 6.0, "total_charge": 1, "fmax_ev_per_a": 7.8, "homo_energy_ev": -11.832, "total_energy_ev": -43093.1375, "de_lowest_ev": 0.000, "elements": ["O", "O", "C", "C", "O", "C", "H", "H", "H", "H", "O", "Li", "Yb"], "xyz": [[0.53173, 0.44430, -0.90023], [-1.85249, 1.09390, 0.50379], [-2.84234, 0.07833, 0.28414], [-2.15561, -1.26510, -0.04964], [-1.06424, -1.08576, -0.94248], [-0.03194, -0.44733, -0.24179], [-3.48167, -0.02696, 1.16148], [-3.48521, 0.37658, -0.54448], [-2.89007, -1.94424, -0.48216], [-1.83210, -1.76308, 0.86666], [0.95343, -1.29036, 0.25114], [-0.98814, 1.83195, -0.83250], [2.29024, 0.50879, 0.64994]]}

---

Entry 3:
{"formula": "H5NO2", "method": "ωB97M-V/def2-TZVPD", "smiles": "OO.N", "gap_ev": 11.0, "total_charge": 0, "fmax_ev_per_a": 3.0, "homo_energy_ev": -10.131, "total_energy_ev": -5662.9571, "de_lowest_ev": 1.462, "elements": ["H", "H", "H", "H", "H", "N", "O", "O"], "xyz": [[-0.70097, 0.82489, 0.45354], [-0.49338, 2.13889, 1.25470], [-1.70533, 2.08147, 0.05008], [0.33340, -2.35618, -1.47750], [0.99216, -1.06711, 0.61536], [-0.75191, 1.77893, 0.30687], [1.16042, -2.36112, -0.87061], [1.16561, -1.03977, -0.33245]]}

---

Entry 4:
{"formula": "C52H59As2F3NO4RbSSi", "method": "ωB97M-V/def2-TZVPD", "gap_ev": 5.7, "total_charge": -2, "fmax_ev_per_a": 0.5, "homo_energy_ev": -2.007, "total_energy_ev": -213766.2710, "elements": ["Rb", "C", "C", "As", "C", "C", "C", "C", "C", "C", "C", "C", "C", "C", "C", "C", "As", "C", "C", "C", "C", "C", "C", "C", "C", "C", "C", "C", "C", "H", "H", "H", "H", "H", "H", "H", "H", "H", "H", "H", "H", "H", "H", "H", "H", "H", "H", "H", "H", "H", "H", "H", "H", "S", "C", "C", "C", "C", "C", "N", "H", "H", "H", "H", "C", "C", "C", "C", "O", "Si", "O", "O", "C", "C", "C", "C", "O", "C", "C", "C", "C", "H", "H", "H", "H", "H", "H", "H", "H", "H", "H", "H", "H", "H", "H", "H", "H", "H", "H", "H", "H", "H", "H", "H", "H", "H", "H", "H", "F", "C", "F", "F", "C", "C", "C", "C", "C", "C", "C", "C", "H", "H", "H", "H"], "xyz": [[0.73824, -0.18941, 1.19973], [-3.36562, -2.82313, -0.96153], [-4.06664, -1.56858, -0.42370], [-3.48976, -1.01110, 1.37840], [-4.71021, 0.52271, 1.47181], [-4.14649, 1.79204, 1.34712], [-4.96862, 2.91597, 1.30837], [-6.34577, 2.78377, 1.41279], [-6.91034, 1.51955, 1.55735], [-6.09551, 0.39493, 1.58014], [-4.57026, -2.26772, 2.44006], [-4.36470, -2.25160, 3.82043], [-5.06632, -3.10724, 4.65834], [-5.97858, -4.01025, 4.12491], [-6.18301, -4.04475, 2.75241], [-5.48445, -3.17762, 1.91771], [-1.37979, -2.43682, -1.15418], [-1.04595, -4.04662, -2.24443], [-1.42950, -5.31473, -1.81547], [-1.25800, -6.42402, -2.63487], [-0.69271, -6.27832, -3.89736], [-0.29368, -5.01986, -4.32696], [-0.46841, -3.91393, -3.50331], [-0.72490, -3.25830, 0.52971], [0.65493, -3.34603, 0.76521], [1.15095, -3.89633, 1.94199], [0.28033, -4.39985, 2.90050], [-1.08654, -4.35906, 2.66550], [-1.57766, -3.79609, 1.49271], [-3.69545, -2.99962, -1.98691], [-3.62266, -3.72328, -0.39491], [-5.15518, -1.64171, -0.43678], [-3.80373, -0.71470, -1.04927], [-3.05843, 1.90372, 1.32000], [-4.52289, 3.90107, 1.22319], [-6.97931, 3.66386, 1.39726], [-7.98506, 1.40936, 1.65232], [-6.54429, -0.58406, 1.69503], [-3.64339, -1.56110, 4.24023], [-4.89852, -3.07214, 5.72829], [-6.51833, -4.68953, 4.77265], [-6.89196, -4.74522, 2.32621], [-5.65620, -3.22323, 0.84890], [-1.85074, -5.44796, -0.82577], [-1.55953, -7.40474, -2.28446], [-0.55565, -7.14297, -4.53733], [0.16421, -4.90051, -5.30255], [-0.12590, -2.93428, -3.81648], [1.33547, -2.98234, 0.00625], [2.22106, -3.90474, 2.11079], [0.66597, -4.81875, 3.82277], [-1.78331, -4.75444, 3.39655], [-2.64711, -3.79605, 1.34742], [4.16287, -1.41519, 2.83552], [4.58382, 0.07625, 2.08615], [5.92133, 0.56478, 2.09896], [6.23658, 1.76513, 1.50965], [5.23169, 2.51874, 0.89482], [3.95990, 1.98698, 0.91603], [3.62729, 0.81735, 1.47373], [6.67383, -0.03835, 2.58765], [7.25982, 2.12793, 1.51956], [5.43107, 3.47474, 0.42736], [3.14030, 2.54179, 0.46142], [-4.19356, 2.11201, 5.44301], [-2.67665, 2.26981, 5.35373], [-2.16849, 2.96781, 6.61792], [-2.02652, 0.88762, 5.22714], [-2.40882, 3.09723, 4.22409], [-1.01438, 3.13160, 3.27658], [-0.99859, 2.08848, 2.11261], [-0.95201, 4.74542, 2.83233], [-1.70718, 5.46241, 1.86865], [-3.03673, 5.88748, 2.49965], [-0.88625, 6.70217, 1.51224], [-1.95809, 4.64215, 0.59970], [0.21475, 2.99530, 4.40333], [1.50779, 3.59139, 4.48355], [2.34661, 2.66106, 5.35432], [2.16248, 3.71087, 3.10962], [1.38610, 4.96218, 5.14865], [-4.46752, 1.54125, 6.33694], [-4.57461, 1.59213, 4.56289], [-4.66497, 3.09837, 5.49426], [-2.37111, 2.35221, 7.49967], [-2.66837, 3.93373, 6.73532], [-1.09414, 3.13666, 6.53251], [-2.32242, 0.25769, 6.07082], [-0.93604, 0.97583, 5.21112], [-2.33424, 0.42011, 4.28953], [-2.85760, 6.62168, 3.29192], [-3.51409, 5.01600, 2.95572], [-3.70634, 6.32651, 1.75237], [-0.54592, 7.19042, 2.42878], [-1.48552, 7.40938, 0.93110], [-0.00821, 6.41640, 0.92703], [-2.59956, 3.78095, 0.80408], [-1.01239, 4.24448, 0.22589], [-2.42282, 5.27168, -0.16471], [2.40606, 1.67226, 4.89382], [1.89174, 2.56161, 6.34461], [3.36358, 3.04920, 5.46644], [2.15290, 2.73559, 2.62604], [3.19870, 4.03956, 3.20366], [1.61129, 4.41649, 2.48192], [0.95150, 4.84972, 6.14657], [0.72896, 5.59763, 4.55160], [2.36808, 5.43656, 5.24092], [6.50274, 2.24816, -5.70539], [6.75047, 1.79482, -4.44607], [7.82443, 0.97830, -4.56126], [7.14358, 2.86728, -3.73209], [5.57665, 1.10547, -3.84992], [5.24058, -0.17198, -4.29157], [4.15009, -0.82679, -3.75332], [3.35869, -0.22751, -2.75611], [3.71235, 1.06094, -2.33821], [4.80844, 1.71645, -2.86999], [2.24045, -0.92159, -2.19716], [1.29563, -1.58231, -1.75891], [5.84273, -0.64672, -5.05769], [3.88765, -1.82147, -4.08927], [3.11875, 1.53554, -1.57167], [5.07288, 2.70645, -2.52047]]}

---

Entry 5:
{"formula": "C22H21N2O", "method": "ωB97M-V/def2-TZVPD", "gap_ev": 5.0, "total_charge": 1, "fmax_ev_per_a": 3.1, "homo_energy_ev": -10.125, "total_energy_ev": -28173.4616, "de_lowest_ev": 2.503, "elements": ["C", "O", "C", "C", "C", "C", "C", "C", "C", "C", "H", "H", "H", "H", "H", "H", "H", "H", "H", "H", "H", "C", "N", "N", "C", "C", "C", "C", "C", "C", "C", "C", "C", "C", "C", "C", "H", "H", "H", "H", "H", "H", "H", "H", "H", "H"], "xyz": [[2.76309, 1.21513, -1.95031], [1.44462, 1.30610, -1.38096], [0.56292, 0.39797, -1.69043], [-0.81651, 0.72087, -1.76383], [-1.72638, -0.35603, -1.90987], [-3.08408, -0.10894, -1.95941], [-3.57827, 1.20027, -1.87905], [-5.05397, 1.42785, -1.90557], [-2.67263, 2.26802, -1.77499], [-1.31059, 2.05844, -1.71307], [3.12687, 2.24127, -1.99186], [3.39207, 0.60488, -1.29811], [2.72783, 0.77797, -2.95596], [0.93153, -0.58932, -2.00490], [-1.30605, -1.36159, -1.96375], [-3.78458, -0.93847, -2.06224], [-5.27908, 2.49713, -1.88851], [-5.50250, 0.98774, -2.80384], [-5.53446, 0.95734, -1.03889], [-3.07115, 3.28415, -1.74080], [-0.59959, 2.88096, -1.62134], [0.77118, 0.12059, 1.58321], [0.31580, 1.40831, 1.73275], [-0.26148, 2.40265, 1.80788], [2.20499, -0.06615, 1.63723], [2.85815, -1.25453, 1.22630], [4.24569, -1.28337, 1.08830], [5.02294, -0.21435, 1.54696], [4.39322, 0.91083, 2.09896], [3.00475, 0.99182, 2.13143], [-0.23468, -0.93488, 1.51063], [-0.09304, -2.01617, 0.62315], [-0.98103, -3.09088, 0.66315], [-2.10259, -3.03819, 1.49455], [-2.33340, -1.90100, 2.28237], [-1.40008, -0.86760, 2.31271], [2.27162, -2.14791, 1.02411], [4.72386, -2.15527, 0.63597], [6.11044, -0.25837, 1.48899], [4.98144, 1.73527, 2.50545], [2.51608, 1.86578, 2.56779], [0.71271, -1.98907, -0.11277], [-0.78794, -3.96807, 0.04161], [-2.79657, -3.87794, 1.52805], [-3.23555, -1.82822, 2.89242], [-1.53559, -0.01501, 2.98650]]}

---

Entry 6:
{"formula": "C2H13NO5", "method": "ωB97M-V/def2-TZVPD", "smiles": "CC(N)=O.O.O.O.O", "gap_ev": 11.0, "total_charge": 0, "fmax_ev_per_a": 1.9, "homo_energy_ev": -10.303, "total_energy_ev": -14013.5421, "de_lowest_ev": 0.227, "elements": ["C", "C", "N", "O", "H", "H", "H", "H", "H", "H", "H", "O", "H", "H", "O", "H", "H", "O", "H", "H", "O"], "xyz": [[1.83110, -0.01189, -1.18911], [0.56511, -0.77407, -0.89865], [-0.56604, -0.26262, -1.38101], [0.56211, -1.79600, -0.22417], [1.62336, 0.73564, -1.91098], [2.45729, -0.75203, -1.68545], [2.35055, 0.35471, -0.32240], [-1.37771, -0.85687, -1.29510], [-0.80628, 0.68207, -1.62502], [-0.95108, -2.39075, 0.01767], [-2.30496, -3.08541, 0.24169], [-1.91975, -2.22761, 0.29449], [0.14061, -1.37976, 2.31053], [-1.02670, -0.92431, 1.59965], [-0.41908, -0.63314, 2.29749], [0.99906, 1.81143, 2.59351], [-0.19771, 1.06090, 1.88717], [0.26386, 1.94712, 2.01023], [0.15347, 2.71224, -0.36453], [-1.10824, 3.15864, -1.13646], [-0.26897, 2.63170, -1.21954]]}